Record 1
78
Properties=species:S:1:pos:R:3:lowdin_charge:R:1 method="wB97M-V/def2-TZVPD" charge=+1 homo_ev=-11.8
C 1.6697 -4.8547 -1.5102 -0.054
N 1.8823 -3.4934 -2.0427 -0.157
C 2.8526 -2.7250 -1.2556 -0.057
C 0.6691 -2.8021 -2.2782 -0.400
O 0.5157 -2.1987 -3.3219 0.123
C -0.5203 -2.7793 -1.2744 0.002
C -1.4790 -1.6812 -1.7372 -0.098
C -1.1980 -0.3156 -1.6517 -0.162
S 0.3099 0.3325 -0.9257 0.768
O -0.0620 1.4441 -0.1108 -0.275
O 1.0149 -0.6267 -0.1330 -0.244
C 1.4866 1.0132 -2.2103 -0.666
F 1.3124 2.3181 -2.3334 0.157
F 2.7067 0.8388 -1.7122 0.153
F 1.4036 0.4080 -3.3820 0.173
C -2.1493 0.5811 -2.1529 -0.545
Cl -1.9358 2.2723 -2.1443 0.904
C -3.3545 0.1298 -2.7170 -0.016
C -3.5684 -1.1984 -2.7257 0.035
N -2.6493 -2.0636 -2.2498 -0.030
O -2.9837 -3.3902 -2.3204 -0.025
N -3.9375 -3.6200 -1.1870 0.091
O -3.7304 -4.6422 -0.7257 0.192
H 1.0078 -4.8788 -0.6291 0.088
H 1.2675 -5.4719 -2.3259 0.101
H 2.6569 -5.2493 -1.2537 0.082
H 2.5719 -2.5981 -0.1973 0.087
H 3.0190 -1.7437 -1.7124 0.082
H 3.8122 -3.2598 -1.2712 0.100
H -0.2248 -2.5860 -0.2355 0.134
H -1.0205 -3.7546 -1.2773 0.118
H -4.0996 0.8025 -3.1272 0.142
H -4.5057 -1.5774 -3.1271 0.164
C 5.6796 2.1450 -3.0194 -0.094
C 7.0628 1.8427 -2.4734 -0.319
O 7.3769 0.4611 -2.6255 -0.084
H 4.9301 1.5445 -2.5044 0.051
H 5.4314 3.2008 -2.8962 0.077
H 5.6195 1.8934 -4.0814 0.075
H 7.1133 2.0742 -1.4104 0.112
H 7.8217 2.4370 -2.9920 0.110
H 7.3450 0.2558 -3.5650 0.078
C -4.9940 4.2179 1.0809 -0.085
C -5.1596 2.8292 0.5055 -0.305
O -3.8838 2.2868 0.1466 -0.145
H -4.5081 4.8762 0.3563 0.077
H -5.9585 4.6488 1.3546 0.084
H -4.3591 4.1884 1.9660 0.051
H -5.7770 2.8601 -0.3938 0.110
H -5.6350 2.1643 1.2279 0.094
H -3.3489 2.2580 0.9517 0.065
C -2.5673 2.2844 4.5941 -0.080
C -4.0647 2.5209 4.6258 -0.295
O -4.6900 1.9820 3.4585 -0.096
H -2.1295 2.7410 3.7063 0.046
H -2.0863 2.7024 5.4802 0.080
H -2.3462 1.2142 4.5492 0.075
H -4.2843 3.5876 4.6499 0.113
H -4.5099 2.0569 5.5110 0.110
H -4.5048 1.0376 3.4433 0.086
C 4.8847 -6.6141 1.8958 -0.088
C 3.4142 -6.2437 1.8719 -0.313
O 2.7714 -6.7816 0.7148 -0.105
H 5.3862 -6.2438 1.0005 0.076
H 5.3795 -6.1967 2.7737 0.078
H 5.0092 -7.6993 1.9081 0.075
H 3.2936 -5.1606 1.8386 0.106
H 2.9067 -6.6203 2.7652 0.109
H 2.8672 -7.7388 0.7471 0.086
C -1.5657 6.4620 2.4209 -0.082
C -0.9321 5.0839 2.4081 -0.300
O -1.8141 4.1257 1.8212 -0.119
H -2.5037 6.4455 2.9781 0.076
H -0.8990 7.1951 2.8766 0.077
H -1.8013 6.7885 1.4048 0.075
H -0.7176 4.7522 3.4236 0.109
H 0.0054 5.0941 1.8436 0.112
H -1.9972 4.4107 0.9199 0.072


Record 2
78
Properties=species:S:1:pos:R:3:lowdin_charge:R:1 method="wB97M-V/def2-TZVPD" multiplicity=2 homo_ev="-8.5 / -8.7"
O 0.0696 0.0388 -0.5014 -0.231
V 1.0843 1.2283 -0.1978 1.062
C 3.1096 -1.2576 -1.2992 -0.345
O 1.9153 -1.9583 -0.8190 -0.137
O 2.8560 0.0865 -0.9547 -0.235
C 4.4362 -1.9350 -0.8056 -0.553
F 5.5171 -1.2488 -1.1770 0.156
F 4.3467 -2.1178 0.5539 0.099
F 4.5825 -3.1778 -1.2337 0.151
C 1.3350 -2.9264 -1.7482 -0.217
C 0.0595 -3.3513 -1.0109 -0.061
H -0.5916 -2.4920 -0.8501 0.043
H -0.4611 -4.0253 -1.6912 0.074
H 0.1257 -3.7576 -0.0016 0.065
H 1.9800 -3.7913 -1.9030 0.109
H 1.1033 -2.5010 -2.7246 0.116
H 3.1023 -1.3745 -2.3829 0.140
C -1.5526 3.1509 0.0379 -0.346
O -1.7396 2.2157 -1.0729 -0.125
O -0.3742 2.6844 0.6602 -0.222
C -1.7956 4.6324 -0.2747 -0.563
F -1.0450 5.0606 -1.3344 0.111
F -3.0630 4.8352 -0.6827 0.127
F -1.5882 5.4604 0.7228 0.180
C -2.9956 2.1958 -1.7733 -0.254
C -3.0334 1.0958 -2.8401 -0.064
H -2.7788 0.0673 -2.5839 0.058
H -4.0823 1.1462 -3.1322 0.078
H -2.4122 1.3887 -3.6865 0.064
H -3.2356 3.1128 -2.3115 0.109
H -3.8249 2.0740 -1.0765 0.113
H -2.3878 2.8652 0.6774 0.144
C -4.3126 -2.9713 -1.4982 -0.112
O -3.8518 -2.6232 -0.2126 -0.198
C -3.2380 -1.3339 -0.0797 -0.171
C -2.8958 -0.7915 1.3538 -0.146
O -1.7820 -1.4324 1.9437 -0.161
C -2.0582 -2.7505 2.4748 -0.150
C -0.7279 -3.3430 2.9978 -0.194
O -0.3183 -2.5327 4.1116 -0.191
C 0.9249 -2.9816 4.7626 -0.080
H -3.4619 -3.3012 -2.0945 0.082
H -4.6565 -2.1253 -2.0933 0.074
H -5.1730 -3.6399 -1.4699 0.090
H -3.9063 -0.5777 -0.4915 0.107
H -2.3580 -1.3545 -0.7225 0.092
H -3.7387 -0.9622 2.0234 0.121
H -2.6897 0.2785 1.3276 0.122
H -2.3306 -3.3590 1.6124 0.116
H -2.8191 -2.6933 3.2531 0.129
H -0.0414 -3.3622 2.1514 0.103
H -0.9803 -4.3802 3.2178 0.122
H 1.7106 -3.2585 4.0597 0.081
H 0.6931 -3.8863 5.3246 0.080
H 1.3340 -2.2192 5.4256 0.080
C 0.6795 1.9400 -3.2977 -0.045
O 1.0999 2.4414 -2.0173 -0.286
C 2.1876 3.4663 -2.1145 -0.083
C 2.6575 3.9263 -0.6978 -0.097
O 2.6022 2.7664 0.1754 -0.232
C 2.9297 2.9336 1.5700 -0.115
C 2.8638 1.5362 2.2641 -0.133
O 1.6806 0.7798 1.8850 -0.254
C 1.6205 -0.5205 2.5255 -0.017
H -0.0968 2.6337 -3.6206 0.095
H 0.1408 1.0031 -3.1557 0.091
H 1.4770 1.8628 -4.0368 0.101
H 1.7380 4.2826 -2.6799 0.130
H 3.0099 3.1150 -2.7378 0.127
H 2.1126 4.8206 -0.3957 0.136
H 3.7035 4.1757 -0.8764 0.131
H 2.2328 3.5662 2.1198 0.136
H 3.9626 3.2402 1.7350 0.135
H 2.8886 1.7403 3.3345 0.133
H 3.7544 0.9491 2.0401 0.131
H 0.7392 -1.0025 2.1025 0.086
H 1.4785 -0.4361 3.6029 0.093
H 2.5536 -1.0433 2.3155 0.098


Record 3
80
Properties=species:S:1:pos:R:3:lowdin_charge:R:1 method="wB97M-V/def2-TZVPD" de_lowest_kcal_mol=18.8 charge=-2 homo_ev=-1.1
Al -1.1073 -0.2249 0.2005 0.043
C -4.2937 -0.8441 -0.0979 -0.085
C -3.3081 -1.8992 -0.6403 -0.781
C -3.7290 -2.2172 -2.0903 -0.091
C -3.4920 -3.1878 0.1911 -0.090
N -1.9476 -1.4771 -0.5985 -0.059
H -5.3417 -1.1711 -0.1546 0.062
H -4.1819 0.0840 -0.6643 0.073
H -4.0591 -0.6237 0.9477 0.061
H -4.7658 -2.5735 -2.1502 0.060
H -3.0712 -2.9861 -2.5055 0.063
H -3.6305 -1.3188 -2.7070 0.055
H -4.5242 -3.5657 0.1676 0.058
H -3.2060 -2.9862 1.2261 0.052
H -2.8191 -3.9578 -0.1949 0.063
C 1.0353 0.8536 5.4845 -0.069
N 0.2410 0.6014 4.2979 -0.203
C -0.4284 1.7874 3.7718 -0.085
C -0.2088 -0.6339 3.9758 -0.746
S -1.6375 -0.8727 3.1331 0.741
N 0.5758 -1.6855 4.3920 -0.214
C 2.0230 -1.6175 4.2305 -0.079
C 0.0489 -3.0353 4.2622 -0.121
H 0.4885 1.5469 6.1313 0.087
H 1.9948 1.3151 5.2333 0.087
H 1.2133 -0.0641 6.0380 0.074
H 0.2652 2.6263 3.8117 0.093
H -1.3253 2.0163 4.3579 0.096
H -0.7220 1.6486 2.7369 0.025
H 2.3172 -0.6428 3.8497 0.072
H 2.3309 -2.3647 3.4964 0.075
H 2.5474 -1.8029 5.1743 0.081
H -0.9594 -3.0818 4.6656 0.060
H 0.6992 -3.7005 4.8364 0.079
H 0.0218 -3.3502 3.2169 0.071
C -3.5281 1.3267 -4.9452 -0.186
O -2.2343 0.7457 -4.9752 -0.370
P -1.3154 1.0358 -3.6014 0.890
O -0.4536 2.3236 -4.0927 -0.348
C 0.4595 2.2468 -5.1760 -0.142
O -0.2063 -0.1086 -3.9305 -0.383
C -0.5416 -1.4660 -3.5937 -0.134
H -4.0599 0.9911 -5.8361 0.070
H -3.4804 2.4202 -4.9557 0.073
H -4.0853 1.0143 -4.0573 0.066
H 0.6832 3.2699 -5.4802 0.077
H 0.0339 1.7005 -6.0208 0.075
H 1.3788 1.7517 -4.8596 0.068
H -0.8947 -1.5447 -2.5552 0.033
H 0.3705 -2.0491 -3.7301 0.074
H -1.3086 -1.8389 -4.2785 0.071
O -2.0576 5.0227 0.8217 -0.501
Se -1.1236 3.1590 0.2311 1.125
O 0.3679 3.4340 0.8298 -0.578
O -1.2924 1.4169 0.6483 -0.506
O -2.2565 3.6688 1.4468 -0.519
C 2.8130 1.7178 1.7699 -0.083
C 3.1852 1.9728 0.3161 -0.156
C 2.9541 0.7596 -0.6159 -0.297
C 3.4821 1.0748 -2.0236 -0.173
C 3.2203 -0.0409 -3.0296 -0.073
C 3.7272 -0.4102 -0.0579 -0.443
O 4.9453 -0.4571 -0.0341 0.064
N 2.9702 -1.4240 0.4485 0.215
C 1.5696 -1.4204 0.6778 -0.489
O 1.1236 -2.3273 1.3534 0.049
N 0.8440 -0.4324 0.0962 0.168
C 1.4489 0.5185 -0.6914 -0.406
O 0.7887 1.2035 -1.4458 0.039
H 2.9794 2.6165 2.3641 0.079
H 3.4145 0.9059 2.1988 0.070
H 1.7531 1.4852 1.8653 0.058
H 4.2437 2.2364 0.2338 0.117
H 2.5836 2.7972 -0.0718 0.110
H 4.5519 1.2719 -1.9323 0.112
H 2.9868 1.9903 -2.3495 0.120
H 3.6843 -0.9800 -2.7155 0.076
H 3.6282 0.2162 -4.0100 0.070
H 2.1476 -0.2015 -3.1544 0.056
H 3.4555 -2.1880 0.8930 0.151


Record 4
77
Properties=species:S:1:pos:R:3:lowdin_charge:R:1 method="wB97M-V/def2-TZVPD" charge=-1 homo_ev=-4.7
C 1.7907 3.4385 0.9195 -0.149
C 2.6138 2.0875 0.4234 -0.408
N 1.9514 0.7950 0.9277 -0.192
Ga 0.3202 0.4904 -0.1446 0.248
C -1.3448 1.1313 0.9793 -0.237
C -2.7179 0.2851 0.5855 -0.267
O -3.8029 0.7236 1.5252 -0.145
C -3.2895 0.6703 -0.9329 -0.169
F -2.9413 -0.3670 -1.9583 -0.013
F -2.8674 2.0314 -1.3814 -0.001
F -4.7861 0.7074 -0.8352 -0.023
C 0.0911 -1.4659 -0.7689 -0.725
Br 1.1894 -1.6453 -2.4790 0.436
C 0.6836 -2.6019 0.2523 -0.369
C 0.2628 -2.4168 1.8251 -0.146
H 2.4975 4.1702 1.5190 0.061
H 1.2701 4.0112 0.0209 0.075
H 0.9629 3.0534 1.6690 0.060
H 2.5803 2.1125 -0.7691 0.071
H 3.7232 2.0667 0.8251 0.094
H 2.6081 0.0403 0.5723 0.025
H 0.4401 1.4647 -1.4204 -0.029
H -1.4909 2.3103 0.8683 0.077
H -1.0708 0.8334 2.0999 0.061
H -2.6088 -0.8779 0.7489 0.155
H -3.3658 1.1249 2.3562 0.110
H -1.0028 -1.7731 -1.0527 0.038
H 0.2313 -3.6508 -0.0953 0.097
H 1.8599 -2.7175 0.0873 0.091
H -0.5451 -3.2136 2.1924 0.072
H 1.2214 -2.5979 2.5088 0.084
H -0.1710 -1.3675 2.1077 0.051
C -4.4232 -0.8247 -4.5303 -0.073
C -5.3760 -1.1843 -5.6574 -0.219
O -4.7151 -1.9648 -6.6611 0.021
C -4.5093 -3.2690 -6.3502 -0.549
O -4.8397 -3.8204 -5.3103 0.105
O -3.8472 -3.8509 -7.3799 -0.010
C -3.4744 -5.2047 -7.1325 -0.057
H -3.5269 -0.3353 -4.9247 0.090
H -4.9070 -0.1565 -3.8122 0.076
H -4.0864 -1.7170 -3.9935 0.074
H -5.7196 -0.2660 -6.1457 0.120
H -6.2667 -1.7040 -5.2855 0.122
H -4.3375 -5.8079 -6.8324 0.094
H -2.6934 -5.2398 -6.3661 0.101
H -3.0694 -5.6215 -8.0586 0.090
C 1.8224 9.1913 -0.5201 -0.072
C 2.3002 8.5432 -1.8082 -0.219
O 3.7287 8.4322 -1.8297 0.019
C 4.2520 7.4350 -1.0736 -0.548
O 3.6181 6.6387 -0.3964 0.108
O 5.6025 7.4908 -1.1744 -0.011
C 6.2810 6.5562 -0.3381 -0.053
H 2.3238 10.1518 -0.3630 0.079
H 0.7412 9.3542 -0.5462 0.079
H 2.0533 8.5678 0.3491 0.075
H 2.0190 9.1766 -2.6564 0.121
H 1.8323 7.5647 -1.9679 0.128
H 5.9186 5.5363 -0.5034 0.100
H 6.1611 6.8432 0.7116 0.098
H 7.3454 6.5870 -0.5859 0.091
C 2.4052 -5.5797 7.7609 -0.074
C 1.5077 -4.5058 7.1702 -0.219
O 1.3849 -4.6607 5.7509 0.025
C 0.5568 -5.6523 5.3376 -0.548
O -0.0825 -6.4025 6.0607 0.099
O 0.5819 -5.6882 3.9829 -0.011
C -0.1698 -6.7622 3.4218 -0.052
H 3.3741 -5.5951 7.2515 0.081
H 2.5668 -5.4056 8.8284 0.077
H 1.9678 -6.5756 7.6393 0.073
H 1.9592 -3.5231 7.3437 0.124
H 0.5204 -4.4952 7.6465 0.124
H -1.1996 -6.7655 3.7938 0.097
H 0.3234 -7.7144 3.6420 0.097
H -0.1968 -6.6291 2.3369 0.095


Record 5
70
Properties=species:S:1:pos:R:3:lowdin_charge:R:1 method="wB97M-V/def2-TZVPD" multiplicity=4 charge=+4 homo_ev="-20.2 / -20.1"
Mn -0.1295 0.6706 0.5848 0.711
N -1.9414 0.7725 1.8753 0.029
C -1.6572 1.2494 3.2642 -0.149
C -0.1908 0.9989 3.5532 -0.140
N 0.6566 1.4757 2.4117 -0.090
C 0.7621 2.9766 2.3358 -0.123
C -0.2619 3.5731 1.3837 -0.156
N -0.2662 2.7818 0.1218 0.004
H -2.3775 -0.1455 1.9399 0.093
H -2.6623 1.3571 1.4550 0.129
H -1.9067 2.3034 3.3600 0.127
H -2.2656 0.7188 3.9966 0.152
H 0.1168 1.4898 4.4790 0.158
H -0.0158 -0.0687 3.6731 0.090
H 1.5981 1.1424 2.6230 0.131
H 0.6246 3.4081 3.3291 0.156
H 1.7667 3.2343 2.0060 0.114
H -1.2632 3.5482 1.8054 0.117
H -0.0156 4.6193 1.1975 0.155
H -1.1168 3.0049 -0.3959 0.131
H 0.4866 3.1165 -0.4778 0.105
C 3.2525 1.9839 0.1792 -0.182
P 2.1826 0.5979 -0.3240 0.951
C 2.3509 0.5490 -2.1326 -0.177
C 3.0352 -0.8736 0.3091 -0.375
C 4.3897 -1.0551 0.0387 -0.039
C 5.0552 -2.1463 0.5817 0.020
C 4.3737 -3.0522 1.3856 0.018
C 3.0216 -2.8852 1.6499 -0.034
C 2.3441 -1.8018 1.0930 -0.379
P 0.5382 -1.6810 1.1937 0.958
C 0.0426 -2.4470 2.7671 -0.190
C -0.0646 -2.8695 -0.0538 -0.170
H 4.2148 1.8190 -0.3105 0.084
H 3.4272 1.9911 1.2551 0.067
H 2.8716 2.9512 -0.1521 0.069
H 3.3991 0.3165 -2.3347 0.084
H 2.1150 1.5175 -2.5742 0.069
H 1.7357 -0.2328 -2.5757 0.068
H 4.9461 -0.3625 -0.5809 0.124
H 6.1098 -2.2827 0.3794 0.146
H 4.8995 -3.9023 1.8016 0.146
H 2.5140 -3.6113 2.2721 0.125
H 0.2249 -3.5205 2.6702 0.086
H -1.0247 -2.3220 2.9609 0.071
H 0.6202 -2.0771 3.6140 0.071
H 0.5830 -3.7470 0.0077 0.090
H -0.0115 -2.4643 -1.0641 0.064
H -1.0846 -3.1793 0.1718 0.058
C -0.6944 1.3029 -3.4111 -0.006
N -1.7410 0.3291 -3.1431 -0.045
C -2.5388 -0.0847 -4.3064 -0.101
C -3.9680 -0.3634 -3.8940 -0.115
C -3.9603 -1.3679 -2.7648 -0.107
N -3.0036 -0.9841 -1.7144 -0.041
C -3.2887 -1.5542 -0.4060 -0.011
C -1.9699 -0.1635 -1.9233 -0.378
O -1.1990 0.1696 -0.9244 -0.181
H -1.1280 2.2001 -3.8556 0.120
H 0.0191 0.8996 -4.1326 0.114
H -0.1799 1.5690 -2.4935 0.040
H -2.0858 -0.9726 -4.7571 0.151
H -2.4982 0.7113 -5.0473 0.144
H -4.5352 -0.7475 -4.7391 0.147
H -4.4537 0.5601 -3.5714 0.137
H -3.7054 -2.3698 -3.1230 0.150
H -4.9493 -1.4430 -2.3120 0.145
H -4.1577 -1.0668 0.0443 0.118
H -2.4266 -1.4546 0.2468 0.031
H -3.5383 -2.6095 -0.5218 0.120


Record 6
67
Properties=species:S:1:pos:R:3:lowdin_charge:R:1 method="wB97M-V/def2-TZVPD" de_lowest_kcal_mol=241.2 charge=-1 homo_ev=-3.3
C -1.2526 1.9373 0.1724 -0.141
C -0.6231 2.0801 1.5043 -0.851
O 0.4026 1.5024 1.8989 -0.068
O -1.1287 2.9154 2.2922 -0.082
H -2.3424 1.9540 0.1605 0.120
H -1.0313 0.9501 -0.2333 0.060
H -0.7687 2.6298 -0.5163 -0.073
C -1.6833 -0.1021 1.4484 -0.057
C -1.8778 -1.4938 2.1558 -0.385
C -2.2826 -2.5453 1.0788 -0.162
C -2.2456 -3.9685 1.5537 -0.179
C -0.7498 -4.2155 2.1341 -0.087
C -0.3471 -3.2511 3.2783 -0.526
N -0.5959 -1.9149 2.8366 -0.162
O -0.0661 -0.9152 3.5449 0.031
C -1.1124 -3.6035 4.5528 -0.059
C 1.1180 -3.4991 3.6579 -0.040
C -2.9601 -1.4057 3.2837 -0.028
H -1.3105 0.6045 2.1898 0.072
H -2.6011 0.2236 0.9590 0.100
H -0.8795 -0.1378 0.7130 0.076
H -3.3392 -2.4786 0.8193 0.113
H -1.6914 -2.3375 0.1870 0.116
H -2.5455 -4.6667 0.7722 0.097
H -3.0735 -4.0964 2.2511 0.086
H -0.1645 -4.1385 1.2178 0.112
H -0.6868 -5.2473 2.4801 0.103
H -2.1601 -3.8978 4.4909 0.066
H -0.7641 -4.4651 5.1224 0.073
H -1.1269 -2.8258 5.3163 0.079
H 1.4308 -3.0333 4.5924 0.079
H 1.2632 -4.5414 3.9421 0.075
H 1.7593 -3.1785 2.8369 0.092
H -3.4866 -2.3405 3.4763 0.059
H -3.7000 -0.7557 2.8167 0.074
H -2.7166 -0.8353 4.1800 0.082
H -0.5330 -0.9690 4.3820 0.086
C 1.0334 0.1894 -4.2629 -0.033
C 2.1712 1.1248 -3.6002 -0.437
C 2.3835 2.3745 -4.5691 -0.155
C 1.3318 3.3922 -4.4472 -0.222
C 1.3732 4.0098 -3.0714 -0.122
C 1.1666 2.8964 -1.9517 -0.382
N 1.8378 1.5977 -2.2309 -0.088
O 1.6852 0.5784 -1.2168 0.029
C 1.5608 3.4290 -0.5874 -0.035
C -0.4071 2.6081 -1.7612 -0.101
C 3.5080 0.3900 -3.4803 -0.056
H -0.0235 0.3903 -4.0873 0.062
H 1.0406 -0.1269 -5.3059 0.064
H 1.1813 -0.8216 -3.8830 0.063
H 3.3549 2.7808 -4.2872 0.111
H 2.5276 1.9007 -5.5401 0.112
H 1.2737 4.1232 -5.2536 0.112
H 0.3785 2.8693 -4.5230 0.101
H 0.7514 4.9040 -3.1143 0.116
H 2.2953 4.5458 -2.8465 0.105
H 1.5560 2.8157 0.3137 0.079
H 1.1727 4.4123 -0.3216 0.099
H 2.6272 3.6305 -0.6886 0.076
H -0.7884 2.2330 -2.7109 0.094
H -1.0130 3.3657 -1.2641 0.127
H -0.5363 1.6996 -1.1729 0.018
H 4.4061 0.9393 -3.1979 0.081
H 3.5758 -0.3054 -2.6437 0.075
H 3.6415 -0.1282 -4.4299 0.078
H 0.8068 0.2444 -1.4127 0.081